{
  "formula": "C37H42N4P2V",
  "method": "ωB97M-V/def2-TZVPD",
  "elements": ["V", "C", "C", "C", "C", "C", "C", "C", "C", "C", "H", "H", "H", "H", "H", "H", "H", "H", "H", "H", "H", "H", "H", "H", "H", "P", "P", "N", "N", "N", "N", "C", "C", "C", "C", "C", "C", "C", "C", "C", "C", "C", "C", "C", "C", "C", "C", "C", "C", "H", "H", "H", "H", "H", "H", "H", "H", "H", "H", "H", "H", "H", "H", "H", "H", "H", "H", "H", "H", "C", "C", "C", "C", "C", "C", "C", "C", "C", "C", "H", "H", "H", "H", "H", "H", "H"],
  "coordinates": [[-1.776712, 2.865214, -0.740877], [-0.483845, -1.604104, -2.884660], [-0.953092, -0.428716, -3.300616], [-2.300863, 0.190260, -2.996307], [-2.500082, 0.466444, -1.494960], [-3.142491, -0.716850, -0.774265], [-3.135363, -2.012353, -1.108922], [-2.742898, -2.722872, -2.373669], [-1.195559, -2.869107, -2.492386], [-1.689468, 3.115283, 1.513738], [0.592645, -1.758988, -3.041626], [-0.231973, 0.263593, -3.755227], [-3.186814, -0.347459, -3.342664], [-2.284435, 1.152639, -3.515396], [-1.452532, 0.655648, -1.062600], [-3.159628, 1.379857, -1.393642], [-3.548401, -0.461110, 0.222324], [-3.412187, -2.708873, -0.316632], [-3.174708, -2.264814, -3.275108], [-3.167825, -3.739538, -2.334726], [-0.756219, -3.210389, -1.533681], [-1.014899, -3.688164, -3.213693], [-1.518672, 2.077928, 1.893311], [-2.778484, 3.376997, 1.493805], [-1.290467, 3.751066, 2.326095], [-4.972862, 3.387666, -1.365821], [-2.596991, 3.938095, -4.240069], [-6.446971, 2.287670, -1.474548], [-6.235173, 4.789218, -0.916274], [-3.609616, 3.138300, -5.588808], [-2.228512, 5.339693, -5.387702], [-5.119631, 3.724059, -3.131937], [-4.076747, 4.751387, -3.576451], [-6.742173, 1.475224, -0.380615], [-7.991712, 0.883134, -0.578334], [-8.506072, 1.364292, -1.816585], [-7.546097, 2.237670, -2.333293], [-6.181856, 5.488689, 0.277875], [-7.182468, 6.465114, 0.297705], [-7.896956, 6.358506, -0.933182], [-7.306778, 5.308551, -1.643089], [-3.056945, 2.022875, -6.208957], [-3.985662, 1.473083, -7.082418], [-5.147550, 2.293489, -7.049408], [-4.887226, 3.325187, -6.146760], [-2.525051, 5.498832, -6.745236], [-2.404709, 6.841224, -7.088491], [-2.000022, 7.547857, -5.913717], [-1.927096, 6.616782, -4.880816], [-6.106254, 4.118147, -3.409238], [-5.016754, 2.745937, -3.618358], [-4.514336, 5.398071, -4.350429], [-3.723123, 5.396110, -2.753173], [-6.029443, 1.408289, 0.436214], [-8.460109, 0.183738, 0.101058], [-9.451436, 1.107413, -2.279955], [-7.604297, 2.812022, -3.243480], [-5.408889, 5.263869, 0.996016], [-7.375385, 7.173249, 1.089190], [-8.721511, 6.970087, -1.277662], [-7.577082, 4.943377, -2.624995], [-2.077513, 1.698748, -5.920337], [-3.850840, 0.561469, -7.632272], [-6.089205, 2.143677, -7.567593], [-5.550350, 4.123288, -5.818531], [-2.836861, 4.671600, -7.360270], [-2.594063, 7.242051, -8.071677], [-1.782746, 8.604539, -5.837924], [-1.709920, 6.750052, -3.831139], [1.281418, -2.042877, 1.129832], [-0.044834, -1.597316, 1.244703], [-0.412151, -0.349493, 0.778212], [0.526164, 0.537845, 0.182143], [0.252072, 1.799709, -0.407762], [1.266567, 2.646245, -0.805314], [2.608263, 2.161224, -0.900539], [2.894155, 0.883811, -0.462950], [1.895832, 0.069345, 0.126822], [2.230297, -1.227648, 0.544352], [1.591902, -3.015880, 1.488518], [-0.774493, -2.257594, 1.704861], [-1.464454, -0.082602, 0.872371], [1.080294, 3.695276, -1.071023], [3.401403, 2.791012, -1.331692], [3.898192, 0.474145, -0.602264], [3.263517, -1.533658, 0.352687]],
  "forces_ev_per_angstrom": [[2.249, -1.094, 2.320], [0.651, -0.625, -1.254], [0.032, 0.063, 0.565], [-0.045, 0.566, -0.351], [0.382, -0.610, -0.183], [0.230, 0.546, 0.593], [-0.305, 0.293, 0.239], [0.569, -0.400, -0.012], [-0.711, 0.134, 0.525], [-1.132, -0.085, -0.593], [-0.337, 0.063, 0.044], [-0.188, -0.223, 0.399], [0.265, 0.108, -0.229], [-0.257, -0.031, -0.063], [-1.525, -0.117, -0.369], [0.088, -0.594, 0.094], [0.366, -0.253, -0.475], [-0.327, 0.268, -0.069], [0.338, -0.144, 0.287], [0.120, 0.357, 0.047], [-0.366, 0.012, -0.303], [0.294, 0.566, 0.087], [-0.451, 0.560, -0.455], [0.124, -0.521, 0.569], [0.263, 0.136, -0.919], [-6.455, 1.299, -0.345], [-2.077, 1.193, -4.631], [0.980, -0.778, 1.189], [1.361, -0.031, 0.392], [1.075, -0.725, 0.418], [0.358, 0.637, 0.806], [0.720, 0.224, -0.258], [-0.134, 0.366, 0.360], [-0.901, -0.359, -0.628], [1.104, 0.508, 0.273], [1.394, 0.783, 0.003], [-0.374, -0.652, 0.256], [-0.557, 0.787, -0.285], [0.668, -0.874, -0.343], [1.078, -1.207, -0.142], [0.065, 0.691, 0.186], [-1.340, -0.110, -0.209], [0.632, 0.473, 0.636], [0.577, 0.914, 1.051], [0.060, -0.520, 0.204], [0.002, 0.678, 0.338], [0.208, -1.068, 0.862], [-0.143, -0.956, 0.574], [-0.038, -0.111, -1.096], [0.463, -0.379, 0.404], [0.086, 0.223, -0.124], [0.429, -0.084, 0.260], [-0.409, 0.004, -0.133], [-0.243, -0.124, -0.152], [0.040, 0.126, -0.100], [0.232, 0.123, 0.069], [0.108, -0.175, 0.072], [-0.067, 0.016, 0.075], [0.085, -0.118, 0.007], [0.106, -0.207, 0.083], [0.005, 0.080, 0.317], [0.248, -0.192, -0.051], [0.061, -0.056, -0.197], [0.310, 0.100, 0.036], [0.355, -0.227, -0.182], [0.088, -0.038, 0.091], [0.100, -0.005, 0.044], [-0.090, -0.147, 0.081], [0.115, 0.038, -0.077], [0.873, 0.238, -0.400], [0.000, 0.390, -0.015], [-0.164, -0.310, 0.132], [1.547, -0.688, -0.222], [-2.025, 1.916, -0.259], [0.671, -0.801, -0.116], [0.093, -0.141, 0.310], [0.145, 0.794, -0.519], [-0.686, 0.378, -0.486], [-0.192, -0.357, 0.306], [-0.210, -0.088, -0.013], [-0.034, 0.187, -0.062], [0.446, 0.153, 0.053], [-0.056, -0.404, -0.151], [-0.397, -0.317, 0.262], [-0.268, 0.116, 0.174], [-0.353, -0.162, 0.374]],
  "charge": 0,
  "s_squared": 3.8113,
  "homo_lumo_gap_ha": [0.236, 0.224],
  "multiplicity": 4,
  "homo_energy_ev": [-7.34, -7.31]
}

{
  "formula": "C28H66O17S8",
  "method": "ωB97M-V/def2-TZVPD",
  "elements": ["C", "C", "C", "O", "C", "O", "O", "H", "H", "H", "H", "H", "H", "C", "C", "C", "O", "C", "O", "O", "H", "H", "H", "H", "H", "H", "C", "C", "C", "O", "C", "O", "O", "H", "H", "H", "H", "H", "H", "C", "S", "O", "C", "H", "H", "H", "H", "H", "H", "C", "S", "O", "C", "H", "H", "H", "H", "H", "H", "C", "S", "O", "C", "H", "H", "H", "H", "H", "H", "C", "S", "O", "C", "H", "H", "H", "H", "H", "H", "C", "S", "O", "C", "H", "H", "H", "H", "H", "H", "C", "S", "O", "C", "H", "H", "H", "H", "H", "H", "C", "S", "O", "C", "H", "H", "H", "H", "H", "H", "C", "S", "O", "C", "H", "H", "H", "H", "H", "H"],
  "coordinates": [[-11.810004, -0.697821, 5.563625], [-10.463438, -0.108040, 6.128590], [-10.421177, 0.133654, 7.664616], [-9.620938, -1.034343, 8.107154], [-9.108307, -1.702365, 7.059289], [-8.366642, -2.681256, 7.280072], [-9.477517, -1.109839, 5.889355], [-12.623168, 0.014262, 5.704385], [-12.215591, -1.506625, 6.171437], [-11.996557, -0.905538, 4.509989], [-10.036942, 0.717467, 5.558743], [-11.324072, -0.012047, 8.257615], [-9.946597, 1.107949, 7.781332], [-10.867680, -5.174983, 8.811506], [-11.893470, -5.223086, 9.974650], [-13.230800, -4.529999, 9.915961], [-14.193254, -5.556790, 9.824683], [-13.516459, -6.742214, 9.826003], [-14.075688, -7.781125, 9.655146], [-12.184603, -6.593657, 9.994318], [-10.429275, -4.233946, 8.479302], [-11.402993, -5.619889, 7.972702], [-10.109197, -5.890811, 9.128351], [-11.568824, -4.881764, 10.957603], [-13.348217, -4.142111, 8.904104], [-13.384328, -3.762681, 10.674747], [-15.452373, -11.163679, 8.021681], [-16.914743, -10.630195, 7.785017], [-17.730561, -10.491698, 9.038465], [-18.396991, -9.328523, 8.868747], [-17.846518, -8.657551, 7.843848], [-18.357262, -7.610998, 7.396170], [-16.734756, -9.282698, 7.484781], [-15.020705, -11.662673, 7.154063], [-15.440468, -11.846290, 8.871395], [-14.832465, -10.298070, 8.255190], [-17.485101, -11.159961, 7.022029], [-17.155599, -10.467966, 9.964191], [-18.556261, -11.192351, 8.914400], [-10.970232, -9.534597, 10.421587], [-9.511578, -10.443828, 9.762206], [-9.936012, -11.297653, 8.553992], [-9.360521, -11.493670, 11.198821], [-10.651202, -8.523433, 10.674299], [-11.263715, -10.051207, 11.335412], [-11.737695, -9.617684, 9.652053], [-10.258736, -12.068853, 11.423478], [-9.184116, -10.949474, 12.126632], [-8.470873, -12.120438, 11.137409], [-7.900709, -6.693059, 8.122246], [-6.957794, -6.531781, 9.775305], [-7.965881, -6.897249, 10.846765], [-5.800663, -8.036744, 9.791549], [-7.112220, -7.021975, 7.445347], [-8.391025, -5.791807, 7.754235], [-8.596890, -7.530765, 8.081274], [-6.288700, -8.732833, 9.109355], [-5.547779, -8.473651, 10.757604], [-4.868249, -7.876179, 9.250329], [-8.594332, -5.645691, 14.323399], [-10.483669, -5.547031, 14.554400], [-10.811863, -6.252603, 15.818227], [-11.008801, -6.757796, 13.244291], [-8.304246, -5.442969, 13.292446], [-8.300364, -6.653304, 14.617323], [-8.153006, -4.962587, 15.049137], [-11.067478, -6.182122, 12.320567], [-12.043888, -7.064841, 13.394000], [-10.261667, -7.537404, 13.095611], [-14.568657, -6.249706, 15.739505], [-15.164434, -5.730747, 14.029651], [-14.065674, -5.099310, 13.192963], [-15.523527, -7.403044, 13.390196], [-14.422126, -5.385115, 16.386899], [-13.678752, -6.868311, 15.623330], [-15.289660, -6.810263, 16.334506], [-16.247055, -7.803288, 14.100420], [-14.714827, -8.133143, 13.357542], [-16.088916, -7.258432, 12.469585], [-13.494470, -8.214293, 6.231978], [-13.165187, -9.779212, 5.390527], [-14.231058, -9.996068, 4.271468], [-11.519176, -9.454184, 4.637630], [-13.289221, -7.309640, 5.659642], [-12.813383, -8.162297, 7.081399], [-14.510689, -8.219012, 6.626160], [-11.719510, -8.725474, 3.852165], [-10.968134, -10.295783, 4.217912], [-10.956674, -9.100334, 5.501619], [-15.306097, -1.964902, 12.694744], [-14.863916, -0.771559, 11.353649], [-14.566950, -1.541588, 10.045003], [-13.224288, -0.279711, 12.045901], [-14.517796, -2.699261, 12.860271], [-16.235418, -2.495589, 12.487757], [-15.494810, -1.424144, 13.622149], [-13.455676, 0.257514, 12.965653], [-12.782887, 0.605450, 11.587902], [-12.527149, -1.114705, 12.115784], [-12.643894, -3.502165, 2.215143], [-12.886937, -3.265510, 4.044883], [-14.312782, -3.908299, 4.086964], [-11.854031, -4.638130, 4.676876], [-12.838934, -4.570072, 2.117018], [-11.647845, -3.199702, 1.891887], [-13.405142, -2.949999, 1.664037], [-11.628840, -4.247878, 5.669394], [-10.952331, -4.867490, 4.109047], [-12.268167, -5.636300, 4.534521], [-16.944725, -3.470738, 9.661476], [-17.413727, -3.059987, 7.937201], [-18.793994, -2.511193, 8.217137], [-16.601064, -1.465327, 7.593253], [-17.386305, -2.659967, 10.240920], [-15.861988, -3.388686, 9.756642], [-17.328547, -4.447349, 9.956443], [-16.678979, -0.810517, 8.461153], [-17.197029, -1.148867, 6.737219], [-15.535290, -1.528076, 7.373496]],
  "forces_ev_per_angstrom": [[-0.681, 1.741, 0.993], [-1.553, -1.019, -1.124], [0.503, -1.567, -0.770], [-0.307, 1.297, -0.360], [2.045, -1.729, 1.274], [-2.469, 2.750, -1.777], [1.266, -1.833, 1.186], [0.083, 0.685, 0.351], [0.667, -0.418, 0.034], [1.312, -0.119, 0.082], [-0.782, 0.367, 0.128], [-0.255, 0.581, -0.559], [0.272, -0.347, 0.849], [-0.744, 0.121, 0.700], [1.356, 1.345, 0.392], [-0.158, 1.030, -2.831], [0.636, -1.934, 1.133], [-1.119, 0.565, 0.177], [0.186, -0.719, -0.145], [-1.641, -1.021, 0.503], [-0.054, 0.118, 0.454], [0.027, 0.012, -0.291], [0.177, 0.294, -0.161], [1.185, -0.519, -0.135], [0.271, 1.288, 0.172], [-0.392, -0.447, -0.028], [-1.148, -0.082, -0.207], [2.779, -1.298, 1.000], [-0.536, -2.798, 0.166], [-1.153, 2.998, -0.533], [-3.182, 4.909, -0.564], [2.490, -3.704, 1.231], [0.426, 1.530, -2.248], [-0.199, -0.129, -0.027], [0.131, -0.076, -0.117], [-0.059, 0.006, 0.254], [0.212, 0.106, -0.268], [-0.105, -0.454, 0.054], [0.516, -0.989, 1.276], [0.591, -0.655, -0.013], [-0.380, -0.411, -0.997], [0.099, 1.084, 1.605], [0.477, -0.651, 0.912], [-0.195, 0.004, -0.312], [-0.333, 0.132, -0.157], [-0.015, 0.336, 0.164], [-0.030, -0.226, -0.568], [-0.004, 0.778, -0.260], [-0.222, -0.242, -0.476], [1.480, -1.154, 0.144], [-1.034, -0.881, 0.727], [0.446, 0.455, -0.625], [-0.453, 0.203, -2.058], [0.144, 0.435, -0.362], [0.492, 0.208, 0.503], [-0.142, -0.041, 0.762], [-0.316, -0.501, 0.546], [-0.705, 0.510, 0.132], [0.123, 0.745, 0.173], [-1.268, -0.457, 0.329], [0.566, -0.894, -0.738], [0.151, 0.132, 0.371], [0.611, 1.249, -0.519], [-0.101, 0.101, 0.057], [-0.115, -0.090, -0.136], [-0.182, 0.197, -0.214], [0.300, -0.006, -0.063], [0.283, -0.172, 0.596], [-0.254, -0.177, 0.327], [0.149, 0.042, -0.499], [0.144, -0.140, 0.300], [-0.370, -0.861, 0.947], [-0.589, 0.304, 0.695], [0.523, 0.293, -0.589], [0.208, 0.322, 0.122], [-0.529, -0.282, -0.742], [-0.116, 0.041, 0.166], [0.283, 0.440, -0.324], [0.503, -0.114, -0.234], [0.096, 0.141, 0.648], [-1.191, 0.446, -2.194], [1.963, 0.339, 2.000], [-0.344, -0.122, 0.172], [-0.188, -0.374, -0.670], [0.062, -0.434, 0.204], [-0.138, -0.210, -0.165], [0.166, 0.211, 0.251], [-0.643, -0.382, 0.174], [0.053, 0.347, -0.133], [0.247, 0.048, -0.119], [1.008, -0.890, -1.133], [-0.213, 0.903, 2.065], [-0.828, 0.801, 0.283], [0.077, 0.008, -0.138], [0.074, 0.161, -0.531], [0.231, 0.338, -0.100], [-0.101, -0.915, 0.806], [-0.069, -0.476, -1.244], [-0.188, 0.105, 0.186], [0.558, 0.080, 0.818], [-3.299, -3.107, -2.182], [2.035, 1.453, 0.754], [0.903, 0.424, -0.725], [0.151, 0.085, -0.237], [0.027, -0.156, -0.044], [-0.011, 0.102, 0.411], [0.152, -0.968, 0.222], [0.612, 1.173, 0.010], [-1.247, 0.401, 0.708], [0.975, 0.641, -0.593], [-1.282, 0.906, 1.306], [-0.050, -0.724, -0.749], [0.742, -0.563, 0.439], [-0.178, -0.122, -0.010], [-0.038, -0.304, 0.125], [-0.048, 0.116, -0.307], [-0.450, -0.075, -0.107], [0.179, 0.241, 0.120], [-0.030, -0.241, -0.281]],
  "charge": 1,
  "s_squared": 0.7577,
  "homo_lumo_gap_ha": [0.241, 0.070],
  "multiplicity": 2,
  "homo_energy_ev": [-9.59, -9.59]
}

{
  "formula": "C2H4ClNO",
  "method": "ωB97M-V/def2-TZVPD",
  "elements": ["N", "C", "O", "C", "Cl", "H", "H", "H", "H"],
  "coordinates": [[-0.159348, -0.703927, 1.101373], [0.553375, 0.171612, 0.315344], [1.447012, 0.825269, 0.781718], [-0.019740, 0.433980, -1.026458], [-1.412443, -0.576203, -1.353314], [-1.186305, -0.954454, 1.071970], [0.329827, -0.855896, 2.046293], [0.677413, 0.184328, -1.734143], [-0.229790, 1.475290, -1.202783]],
  "forces_ev_per_angstrom": [[0.237, -1.210, 2.670], [-2.344, 0.326, 1.822], [1.430, 0.110, -0.374], [-0.867, 0.200, 0.419], [-0.917, -0.102, -0.636], [2.207, 0.541, -0.469], [-1.318, 0.469, -2.043], [1.910, -0.688, -1.762], [-0.338, 0.354, 0.373]],
  "charge": 0,
  "homo_lumo_gap_ha": 0.398,
  "multiplicity": 1,
  "homo_energy_ev": -10.03
}

Calculated relative energy (zero: lowest compared OMol25 entry of this formula, charge and spin) in order - 0.000, 0.246, 0.178 eV
Calculated E in order - -3280.5240, -5570.3429, -668.7976 hartree